1.
{"formula": "C43H36N3O6P2Pt", "method": "ωB97M-V/def2-TZVPD", "multiplicity": 3, "gap_ev": [6.3, 6.3], "s_squared": 2.0437, "total_charge": 1, "elements": ["C", "H", "C", "H", "H", "H", "H", "C", "H", "H", "O", "H", "O", "C", "H", "H", "H", "H", "H", "C", "H", "C", "H", "H", "O", "C", "H", "H", "H", "C", "C", "C", "O", "P", "C", "C", "H", "C", "C", "C", "C", "C", "H", "H", "C", "H", "H", "H", "C", "H", "C", "C", "C", "N", "O", "N", "C", "C", "H", "C", "Pt", "H", "H", "H", "C", "C", "H", "C", "C", "C", "C", "C", "H", "C", "C", "N", "H", "C", "O", "C", "C", "C", "C", "C", "C", "H", "H", "P", "H", "C", "C"], "xyz": [[-0.988328, -4.312627, 0.725355], [3.193170, 1.226171, -5.833528], [-2.519161, 5.382983, -1.179490], [-1.233206, -3.446477, 5.731903], [3.066723, 3.929167, 2.648028], [1.062699, -2.319665, 2.295586], [0.098952, -8.032252, 0.664501], [2.839838, 0.613676, -3.849480], [-6.984631, -2.202298, -0.023038], [2.006676, -1.269558, -2.412378], [1.354902, -0.555087, -2.417275], [1.822506, 4.717002, -2.077667], [3.865151, 1.832524, -1.656393], [3.395815, 5.116444, 0.892972], [-1.153219, 0.664262, 4.534233], [0.178205, 3.422694, -3.697632], [-6.048107, -3.195508, 2.053521], [-3.530395, -0.541755, -2.451990], [-2.261268, -7.432663, 1.101176], [-3.459001, 4.887461, -2.070092], [3.599721, -0.161900, -3.869219], [-1.235754, -2.695788, 4.951433], [1.348412, 2.490915, 1.553861], [-2.960713, -5.089374, 1.126594], [5.532766, 2.317490, 0.306700], [3.940698, 0.565337, 0.892571], [-3.626900, -3.251095, 2.391175], [3.517261, 6.139928, -0.992012], [-1.173017, -0.024287, 2.157416], [1.034322, 1.845537, -2.588345], [-1.201565, -1.348905, 5.281821], [-1.261919, -2.126624, 2.608233], [-1.339935, -0.379643, -3.066907], [-1.333132, -2.525974, 0.825715], [-1.152303, 3.427913, -1.532275], [-2.111145, 2.927041, -2.417809], [-0.397720, -0.589432, -3.185638], [2.601264, -1.078467, 1.521445], [3.030317, 0.285263, -0.110491], [-2.931138, -1.087018, -1.726579], [0.330636, -4.664305, 0.436443], [-1.212453, -0.771279, 2.945516], [2.630129, -3.112290, 2.127498], [4.976805, 2.235937, -0.509812], [3.043029, 5.343456, -0.433409], [-1.276618, -4.139325, 3.365105], [4.171839, -0.309875, 2.748337], [1.750939, -6.252175, 0.192981], [-5.054044, -1.709639, -0.807406], [2.354018, -1.960974, 3.439124], [0.889070, 2.605913, -3.714040], [1.832259, 3.293615, 1.009341], [0.724766, -5.993638, 0.423513], [3.644954, -0.302555, 1.883736], [5.561438, 1.402691, 2.327725], [2.176090, -0.734195, 0.321475], [-0.203775, -6.993139, 0.678974], [1.628135, 2.391958, -4.894550], [4.152580, 5.732713, 1.361512], [-4.017770, -2.846510, 1.466115], [-0.064843, -1.143169, -0.412435], [-1.958140, 1.964614, -2.891205], [1.037818, -3.880811, 0.189929], [-2.679584, 6.337296, -0.695377], [-1.918513, -5.324647, 0.953815], [3.038516, 0.972124, -1.415026], [-0.637588, 5.050280, -0.213738], [2.613705, 1.381005, -4.932758], [-5.391887, -2.801400, 1.288139], [5.090926, 1.488939, 1.221701], [-1.366640, 4.657642, -0.909778], [-5.915032, -2.242221, 0.134143], [-1.182303, -1.048412, 6.321770], [2.044300, 0.710207, -2.574012], [-1.270708, -3.085188, 3.617761], [-1.675264, -1.105500, -1.920944], [-4.353461, 5.458640, -2.283998], [-1.526444, -6.656625, 0.929301], [-0.078374, 1.314407, -0.098476], [1.479533, 3.517525, -0.319266], [-3.131265, -2.357884, 0.507099], [2.089234, 4.543913, -1.040850], [-1.190734, -0.387182, 4.277989], [-3.256222, 3.658445, -2.687064], [2.128887, -2.180516, 2.395518], [-5.457907, -1.235774, -1.694512], [-3.993096, 3.271798, -3.379838], [0.260691, 2.418235, -1.055964], [1.453414, 3.016006, -5.760010], [-3.667845, -1.751775, -0.641434], [2.789961, 4.098233, 1.615342]], "forces_ev_per_a": [[0.0661, -0.0037, -0.0381], [-0.0158, 0.0030, 0.0147], [0.0052, 0.0022, -0.0164], [-0.0075, 0.0138, -0.0228], [0.0061, -0.0100, -0.0019], [-0.0798, -0.0212, -0.0148], [-0.0107, 0.0148, -0.0055], [0.0801, -0.1072, 0.1428], [0.0151, 0.0095, 0.0026], [-0.0679, -0.0499, 0.0017], [-0.0648, 0.2288, 0.0414], [0.0192, -0.0062, 0.0200], [0.2318, 0.0610, 0.0682], [0.0017, -0.0185, -0.0006], [-0.0180, -0.0163, -0.0045], [0.0029, -0.0010, -0.0380], [0.0202, 0.0084, -0.0130], [-0.0284, -0.1094, -0.0664], [0.0145, 0.0095, 0.0004], [0.0058, -0.0018, 0.0097], [0.0043, 0.0475, 0.0114], [0.0113, -0.0076, -0.0068], [0.0111, 0.0109, -0.0073], [0.0444, 0.0100, 0.0346], [-0.1646, -0.0580, -0.0827], [0.1778, 0.0185, -0.0455], [0.0012, -0.0213, -0.0231], [-0.0025, -0.0193, 0.0065], [-0.0123, -0.0050, 0.0117], [0.0612, 0.0723, -0.1394], [-0.0205, -0.0090, -0.0023], [-0.1535, -0.0239, 0.0173], [0.0144, -0.2332, 0.0909], [0.2082, 0.3687, -0.0429], [-0.0497, 0.0490, 0.0423], [0.0291, -0.0319, 0.0587], [-0.0209, 0.1188, 0.0105], [0.0082, 0.0331, 0.0345], [-0.1749, 0.0665, -0.1321], [-0.0618, -0.2500, 0.0761], [0.0061, -0.0373, -0.0279], [0.0047, -0.0466, 0.0088], [-0.0024, 0.0023, -0.0087], [0.0453, 0.0491, 0.0271], [-0.0096, -0.0181, 0.0047], [-0.0386, 0.0082, 0.0098], [-0.0253, -0.0221, 0.0016], [-0.0225, 0.0129, 0.0193], [-0.0540, 0.0425, 0.0120], [-0.0187, 0.0050, -0.0095], [-0.0077, -0.0913, -0.0682], [0.0049, 0.0843, 0.0125], [-0.0101, -0.0058, -0.0186], [-0.0149, -0.0598, 0.1296], [0.0022, 0.0332, 0.0198], [0.1407, 0.1187, -0.1216], [0.0009, 0.0199, 0.0002], [0.0053, -0.0016, 0.0156], [-0.0235, -0.0090, -0.0060], [0.0248, 0.0629, 0.0323], [-0.3018, -0.6444, 0.3485], [0.0114, -0.0199, -0.0123], [0.0110, -0.0001, 0.0270], [0.0052, -0.0112, -0.0023], [-0.0565, -0.0193, -0.0254], [-0.2162, -0.1212, 0.0852], [0.0235, 0.0106, 0.0123], [-0.0847, 0.0691, -0.0588], [-0.0177, -0.0054, -0.0193], [-0.0209, -0.0532, -0.0672], [-0.0086, -0.0567, -0.0632], [-0.0041, -0.0066, 0.0163], [0.0139, 0.0023, -0.0215], [0.0863, -0.0425, 0.0312], [0.0979, -0.0112, -0.0268], [0.0783, 0.4885, -0.0835], [0.0143, -0.0145, 0.0043], [-0.0076, 0.0256, 0.0020], [0.1296, 0.0764, -0.3037], [0.0705, 0.0718, 0.0332], [0.0286, -0.0394, -0.0238], [-0.0228, 0.0075, 0.0627], [0.0384, -0.0035, -0.0476], [0.0166, -0.0089, -0.0036], [0.1075, 0.0171, -0.0210], [-0.0038, -0.0276, 0.0231], [0.0192, 0.0052, 0.0117], [-0.1661, -0.1177, 0.1866], [-0.0108, -0.0093, 0.0345], [0.0891, 0.1553, -0.0896], [-0.0140, -0.0063, -0.0338]]}


2.
{"formula": "C43H36N3OPSV", "method": "ωB97M-V/def2-TZVPD", "gap_ev": 5.6, "total_charge": 3, "elements": ["S", "H", "H", "C", "C", "H", "C", "H", "N", "H", "H", "C", "C", "C", "H", "P", "H", "C", "H", "H", "C", "C", "H", "H", "C", "C", "O", "H", "C", "N", "H", "C", "C", "C", "C", "C", "C", "C", "C", "H", "H", "H", "H", "C", "H", "C", "H", "H", "N", "C", "H", "C", "C", "H", "C", "C", "C", "C", "C", "H", "H", "C", "H", "H", "H", "C", "C", "H", "C", "H", "C", "C", "H", "C", "H", "H", "H", "H", "C", "C", "C", "H", "C", "C", "V", "C"], "xyz": [[-2.766654, -1.906443, 0.879406], [-2.738143, -4.005962, -3.298009], [-3.294208, -1.126264, -6.434938], [0.954496, -2.251099, -0.305378], [-1.616240, 2.926960, 2.405096], [-1.916863, 3.707283, -1.647141], [-0.848959, -4.003338, 0.966694], [4.568975, -3.435103, -1.305264], [-1.793830, 0.806341, -4.928600], [3.497617, -5.621769, -1.712612], [1.926661, -6.026895, -1.024397], [4.093254, 0.094030, 3.655124], [-2.151639, -0.491567, 0.177805], [1.651435, 4.274873, 1.870104], [-4.253650, 4.221278, -1.107425], [0.581688, 1.677380, 1.215720], [0.725987, -5.405471, 0.868484], [-1.231968, -2.697916, 0.660325], [-0.705318, -0.329678, 2.815447], [1.624009, -1.559214, -0.806473], [-3.127024, 1.783135, 3.888157], [1.352469, -3.543289, -0.020354], [2.879599, -5.440919, 1.304278], [4.998747, -0.353622, 1.759651], [1.896370, 0.937166, 2.197496], [1.616345, 5.002889, -0.866518], [1.054968, 2.003367, -2.198690], [2.450957, 6.855764, -0.214937], [2.107316, 5.518874, 1.436411], [-0.892193, -0.589786, -0.216486], [-3.664288, -3.393548, -5.493021], [-2.730918, 2.942216, 3.230317], [-2.813900, 0.775846, -0.109321], [-0.332239, -1.842760, 0.039304], [0.753126, 2.648730, -1.192749], [-4.127399, 1.083329, 0.189961], [-0.891076, 1.745328, 2.250052], [-1.998850, 1.732050, -0.763206], [1.111557, 3.408473, 0.942822], [-3.989617, 1.804384, 4.541832], [-2.710749, -0.291909, 4.254227], [-1.446425, -2.416844, -1.962756], [2.037156, -4.845200, -2.338421], [1.862564, 1.006613, 3.591447], [4.950678, -0.234062, 4.228355], [2.723634, -4.078536, -0.410989], [1.623938, 5.255769, -1.918612], [-1.306554, 3.835975, 1.903025], [-0.983707, 0.306336, -2.936679], [-2.409132, 0.603552, 3.726200], [1.718132, 3.997412, 2.915056], [2.080495, 5.885016, 0.086131], [4.121821, 0.025365, 2.267972], [-4.758653, 0.357774, 0.691428], [-1.669346, -0.831125, -3.430406], [-4.636271, 2.327798, -0.167540], [2.526280, -5.211960, -1.432933], [3.604786, -3.001290, -1.041868], [-3.104854, -2.659483, -4.929253], [3.796417, -2.176647, -0.346930], [3.592450, -3.845567, 1.579217], [-2.582143, -3.003226, -3.673332], [2.506684, 6.215963, 2.162617], [-1.527621, -4.693816, 1.450080], [-1.994833, 1.342734, -5.761404], [-2.181040, -0.513883, -4.685906], [0.426160, -4.393801, 0.628400], [4.411068, -5.025104, 0.546761], [3.436267, -4.629654, 0.834079], [-5.667190, 2.568766, 0.056234], [1.128546, 3.769252, -0.415646], [-1.290454, 0.580410, 2.908345], [2.950701, 0.631167, 5.392646], [-2.516590, 2.967524, -1.129178], [-3.279450, 3.864411, 3.373693], [3.170153, -2.603206, -1.963249], [3.050104, 0.390097, 0.452890], [0.997042, 1.388807, 4.116327], [-3.840299, 3.262127, -0.823434], [-2.907906, -1.404430, -5.462878], [2.969374, 0.581413, 4.312127], [-0.686252, 2.232768, -3.862221], [3.024476, 0.445833, 1.536879], [-1.101975, 1.240037, -3.893622], [-0.206083, 0.959341, -1.166886], [-1.861997, -2.107569, -2.908960]], "forces_ev_per_a": [[-0.1444, -0.1095, 0.0468], [-0.0117, 0.0146, -0.0107], [0.0056, -0.0395, 0.0194], [0.0175, 0.1312, -0.0068], [-0.0081, -0.0132, -0.0185], [0.0085, 0.0017, 0.0044], [-0.0269, -0.0873, 0.0709], [-0.0084, 0.0097, 0.0077], [-0.1546, -0.1582, -0.0554], [-0.0304, -0.0027, -0.0036], [0.0275, 0.0157, -0.0190], [-0.0487, 0.0172, 0.0432], [0.0937, -0.0378, -0.1313], [-0.0448, 0.0768, 0.1148], [-0.0064, -0.0140, 0.0173], [-0.2501, 0.4465, 0.4394], [-0.0083, 0.0171, -0.0308], [-0.1076, -0.0100, 0.0230], [-0.0263, 0.0000, 0.0060], [0.0343, -0.0307, 0.0039], [0.0015, -0.0022, -0.0249], [0.0042, 0.0213, -0.0242], [0.0259, 0.0158, -0.0156], [-0.0117, 0.0042, 0.0078], [-0.0149, -0.1359, -0.4349], [0.0329, -0.0543, -0.0430], [-0.0892, 0.7668, 0.0976], [0.0006, -0.0085, 0.0204], [0.0063, -0.0055, -0.0108], [0.0157, -1.0200, 0.7199], [0.0169, -0.0013, 0.0195], [0.0290, 0.0163, -0.0313], [0.2698, 0.0263, -0.1557], [-0.0528, 0.2324, 0.0574], [0.4009, -0.2680, 0.0853], [-0.1146, 0.0088, 0.0842], [0.1294, -0.0703, 0.0102], [0.3823, 0.0120, -0.0211], [-0.0521, -0.1296, -0.1229], [0.0154, -0.0063, -0.0078], [0.0085, 0.0101, -0.0005], [-0.0063, -0.0020, -0.0427], [0.0102, -0.0174, 0.0198], [0.0691, -0.0167, 0.0428], [-0.0163, 0.0086, -0.0099], [0.0233, -0.0966, 0.0108], [0.0116, -0.0157, 0.0067], [-0.0247, -0.0058, 0.0070], [0.3849, 0.0046, -0.0815], [-0.0265, 0.0107, 0.0041], [0.0058, 0.0362, -0.0094], [0.0115, 0.0267, 0.0756], [0.0294, -0.0310, -0.0491], [0.0037, 0.0359, -0.0164], [0.0267, 0.1655, 0.1078], [0.0173, 0.0386, -0.0297], [-0.0136, 0.0147, 0.0166], [-0.0111, 0.0423, 0.0115], [-0.0113, -0.0303, 0.0088], [-0.0124, -0.0225, -0.0248], [-0.0063, -0.0190, -0.0117], [-0.0198, -0.0251, -0.0334], [-0.0085, -0.0039, -0.0138], [0.0073, 0.0157, -0.0043], [0.0169, -0.0007, -0.0049], [0.0056, 0.1488, -0.0257], [0.0189, -0.0644, 0.0167], [-0.0160, 0.0028, 0.0173], [-0.0229, 0.0389, 0.0185], [0.0105, -0.0096, 0.0083], [0.0388, 0.0341, -0.1604], [0.0573, 0.0102, 0.0596], [0.0118, 0.0015, -0.0080], [0.0724, 0.0168, 0.1045], [0.0012, -0.0300, -0.0024], [0.0203, -0.0090, 0.0172], [0.0234, 0.0187, -0.0071], [-0.0046, -0.0040, -0.0240], [-0.0260, -0.0321, 0.0351], [-0.0066, 0.0774, -0.0836], [-0.0138, -0.0153, -0.0103], [0.0146, 0.0118, 0.0125], [-0.0352, -0.0474, -0.0069], [0.0482, -0.2867, -0.1015], [-0.9978, 0.4216, -0.6477], [0.0244, -0.0366, 0.0775]]}


Results for energy above the lowest of the compared OMol25 structures with the same formula, charge and spin: 208.7; 143.4 (in kJ/mol, following the order of the records).